1.
{
  "formula": "C13H22AuBI2O3P2",
  "method": "wB97M-V/def2-TZVPD",
  "symbols": ["I", "I", "Au", "P", "C", "C", "H", "H", "H", "H", "H", "H", "C", "H", "H", "H", "P", "C", "C", "H", "H", "H", "C", "H", "H", "H", "H", "H", "H", "C", "O", "O", "B", "O", "C", "C", "C", "C", "C", "C", "H", "H", "H", "H"],
  "positions_angstrom": [[-1.828, -4.437, 2.693], [0.544, -3.414, 2.743], [-0.594, -0.279, -1.130], [-0.677, -2.439, -1.847], [-0.807, -3.688, -0.563], [-2.098, -2.800, -2.897], [-2.138, -3.878, -3.098], [0.746, -4.004, -3.012], [-2.028, -2.245, -3.840], [0.926, -2.348, -3.647], [-1.623, -3.395, 0.097], [-3.001, -2.493, -2.359], [0.820, -2.941, -2.730], [-1.055, -4.685, -0.919], [1.702, -2.801, -2.087], [0.086, -3.662, 0.041], [-0.585, 1.991, -1.725], [-1.076, 3.029, -0.348], [0.996, 2.705, -2.230], [-1.384, 2.071, -3.996], [-1.688, 3.602, -3.123], [-2.745, 2.181, -2.804], [-1.726, 2.505, -3.051], [1.348, 2.194, -3.126], [0.843, 3.763, -2.470], [-1.858, 3.719, -0.676], [-0.241, 3.617, 0.029], [1.729, 2.629, -1.419], [-1.437, 2.446, 0.491], [-0.505, -1.080, 1.905], [-1.287, -0.775, 2.713], [1.527, 0.150, 1.105], [0.364, -0.600, 0.744], [-0.579, 1.827, 2.154], [0.452, 1.532, 2.794], [0.556, 1.599, 4.243], [1.771, 1.455, 4.869], [2.938, 1.340, 4.113], [2.892, 1.163, 2.740], [1.642, 0.973, 2.154], [-0.383, 1.707, 4.758], [1.789, 1.456, 5.952], [3.888, 1.267, 4.615], [3.783, 1.041, 2.141]],
  "nbo_charge": [0.15, 0.23, 0.54, 0.98, -0.98, -0.95, 0.27, 0.27, 0.27, 0.27, 0.24, 0.26, -0.96, 0.27, 0.26, 0.24, 0.90, -0.97, -0.94, 0.25, 0.26, 0.26, -0.93, 0.26, 0.27, 0.26, 0.26, 0.26, 0.29, 0.42, -0.31, -0.67, 0.47, -0.54, 0.36, -0.22, -0.21, -0.10, -0.26, 0.29, 0.25, 0.25, 0.25, 0.25],
  "lumo_energy_ev": [-8.195, -8.469],
  "spin_multiplicity": 3,
  "homo_lumo_gap_ev": [5.85, 6.37],
  "total_charge": 2,
  "de_lowest_kcal_mol": 0.0
}


2.
{
  "formula": "C33H25Cl27O16",
  "method": "wB97M-V/def2-TZVPD",
  "symbols": ["C", "C", "C", "O", "C", "C", "C", "O", "O", "O", "H", "H", "H", "H", "C", "C", "C", "O", "C", "C", "C", "O", "O", "O", "H", "H", "H", "H", "C", "C", "C", "O", "C", "C", "C", "O", "O", "O", "H", "H", "H", "H", "C", "C", "C", "O", "C", "C", "C", "O", "O", "O", "H", "H", "H", "H", "C", "Cl", "Cl", "Cl", "H", "C", "Cl", "Cl", "Cl", "H", "C", "Cl", "Cl", "Cl", "H", "C", "Cl", "Cl", "Cl", "H", "C", "Cl", "Cl", "Cl", "H", "C", "Cl", "Cl", "Cl", "H", "C", "Cl", "Cl", "Cl", "H", "C", "Cl", "Cl", "Cl", "H", "C", "Cl", "Cl", "Cl", "H"],
  "positions_angstrom": [[17.079, 12.110, 11.552], [17.093, 13.190, 10.759], [17.782, 13.249, 9.478], [17.758, 14.343, 8.922], [18.334, 12.009, 8.966], [18.369, 10.878, 9.723], [17.629, 10.832, 11.060], [17.491, 9.740, 11.551], [18.875, 9.713, 9.412], [16.526, 14.368, 11.007], [16.422, 12.102, 12.411], [18.991, 12.089, 8.155], [18.555, 9.141, 10.153], [16.756, 15.079, 10.320], [8.825, 13.164, 10.093], [8.381, 12.592, 11.196], [8.858, 11.203, 11.664], [8.407, 10.821, 12.741], [9.864, 10.518, 10.828], [10.452, 11.118, 9.802], [9.868, 12.456, 9.324], [10.355, 12.836, 8.267], [11.380, 10.577, 9.010], [7.476, 13.191, 12.018], [8.566, 14.157, 9.763], [10.099, 9.509, 11.091], [11.523, 11.268, 8.313], [7.238, 12.587, 12.761], [15.428, 18.400, 10.338], [16.084, 17.751, 9.341], [15.749, 17.966, 7.865], [16.407, 17.279, 7.129], [14.735, 19.043, 7.575], [14.118, 19.709, 8.565], [14.404, 19.406, 10.052], [13.680, 20.021, 10.806], [13.193, 20.654, 8.360], [17.072, 16.893, 9.530], [15.666, 18.218, 11.388], [14.522, 19.273, 6.516], [12.975, 20.987, 9.255], [17.319, 16.522, 8.685], [9.344, 16.015, 12.070], [10.231, 16.442, 11.137], [11.568, 17.022, 11.482], [12.197, 17.441, 10.536], [11.923, 16.997, 12.917], [10.999, 16.754, 13.887], [9.682, 16.070, 13.526], [9.065, 15.647, 14.533], [11.213, 16.939, 15.203], [10.006, 16.329, 9.809], [8.348, 15.664, 11.722], [12.839, 17.446, 13.263], [10.429, 16.479, 15.598], [10.728, 16.870, 9.415], [7.546, 13.535, 16.650], [6.157, 12.621, 17.261], [8.706, 12.545, 15.815], [8.243, 14.554, 17.882], [7.173, 14.232, 15.912], [12.823, 7.819, 9.368], [12.990, 6.344, 10.353], [12.493, 7.414, 7.701], [14.251, 8.811, 9.477], [11.938, 8.361, 9.678], [16.187, 16.565, 13.956], [14.898, 16.375, 15.111], [17.341, 15.205, 14.000], [16.963, 18.138, 14.247], [15.783, 16.552, 12.955], [12.619, 13.411, 18.282], [11.647, 13.211, 19.702], [12.046, 14.661, 17.229], [12.700, 11.920, 17.336], [13.661, 13.609, 18.610], [13.267, 14.306, 7.896], [13.674, 13.424, 9.339], [14.412, 14.056, 6.527], [13.113, 15.982, 8.233], [12.306, 13.889, 7.571], [9.780, 8.604, 14.436], [10.358, 7.612, 13.148], [10.929, 9.923, 14.756], [9.530, 7.692, 15.959], [8.838, 9.041, 14.148], [15.482, 9.277, 14.121], [14.017, 8.231, 14.047], [16.943, 8.325, 14.596], [15.153, 10.568, 15.342], [15.554, 9.735, 13.116], [17.600, 13.460, 18.178], [16.319, 14.226, 17.199], [18.250, 11.984, 17.434], [16.938, 13.271, 19.823], [18.367, 14.204, 18.223], [12.814, 12.537, 13.269], [13.161, 11.244, 12.097], [11.168, 13.233, 13.018], [14.050, 13.783, 13.056], [12.820, 12.219, 14.312]],
  "mulliken_charge": [-0.44, -0.29, 0.90, -0.60, -1.06, 0.08, 0.97, -0.58, -0.61, 0.01, 0.49, 0.53, 0.42, 0.24, -0.88, 0.14, 0.87, -0.64, -0.33, 0.20, 0.76, -0.80, -0.35, -0.59, 0.61, 0.27, 0.30, 0.33, -0.67, 0.70, 1.01, -0.63, -1.09, 0.50, 0.72, -0.68, -0.62, -0.65, 0.34, 0.37, 0.38, 0.29, -0.84, 0.25, 0.97, -0.40, -0.69, -0.09, 0.93, -0.67, -0.60, -0.63, 0.55, 0.59, 0.34, 0.31, 0.09, -0.16, 0.02, -0.13, 0.14, 0.79, -0.14, -0.14, -0.07, -0.51, 0.85, -0.07, -0.11, -0.15, -0.56, 0.06, -0.12, 0.02, -0.09, 0.09, -0.24, 0.10, -0.13, 0.06, 0.23, -0.02, -0.08, 0.04, -0.14, 0.19, 0.51, -0.08, -0.14, -0.03, -0.32, -0.08, -0.05, -0.09, -0.13, 0.32, -0.78, 0.46, 0.32, 0.43, -0.13],
  "lumo_energy_ev": -1.892,
  "homo_lumo_gap_ev": 7.86
}


3.
{
  "formula": "C23H32ClF24NO9P3",
  "method": "wB97M-V/def2-TZVPD",
  "symbols": ["C", "C", "C", "O", "P", "C", "P", "O", "O", "O", "C", "Cl", "C", "C", "O", "C", "P", "N", "O", "H", "H", "H", "H", "H", "H", "H", "H", "H", "H", "H", "H", "H", "H", "H", "H", "H", "H", "H", "H", "C", "C", "C", "F", "F", "F", "F", "O", "C", "C", "F", "F", "F", "F", "H", "H", "H", "H", "C", "C", "C", "F", "F", "F", "F", "O", "C", "C", "F", "F", "F", "F", "H", "H", "H", "H", "C", "C", "C", "F", "F", "F", "F", "O", "C", "C", "F", "F", "F", "F", "H", "H", "H", "H"],
  "positions_angstrom": [[-1.531, -2.933, 2.838], [-2.114, -2.120, 3.721], [-2.704, -0.810, 3.297], [-3.088, -0.790, 1.959], [-3.698, 0.800, 1.594], [-2.319, 1.057, 0.260], [-1.713, -0.380, -0.602], [-0.547, -1.089, -0.038], [-1.340, 0.166, -2.097], [-2.939, -1.348, -0.919], [-4.481, 2.521, 1.193], [-3.418, 3.931, 1.667], [-5.807, 2.729, 1.900], [-6.901, 1.796, 1.379], [-2.617, 1.462, 2.818], [-1.838, 0.450, 3.418], [-1.513, 1.099, 5.105], [-0.825, 2.637, 4.713], [-0.115, 0.268, 5.454], [-1.632, -4.004, 2.992], [-0.970, -2.557, 1.989], [-2.201, -2.394, 4.769], [-3.556, -0.620, 3.975], [-4.542, 0.270, 0.523], [-4.729, 0.571, 2.566], [-1.433, 1.570, 0.638], [-2.754, 1.712, -0.500], [-0.391, 0.346, -2.113], [-3.752, -0.842, -1.067], [-4.589, 2.648, 0.116], [-6.138, 3.764, 1.768], [-5.661, 2.585, 2.973], [-7.871, 2.077, 1.790], [-6.929, 1.785, 0.288], [-6.710, 0.772, 1.703], [-0.937, 0.259, 2.810], [-0.130, 2.499, 3.978], [-1.568, 3.179, 4.271], [0.431, 0.778, 6.065], [1.014, -5.029, 0.227], [1.956, -5.461, -0.900], [2.132, -6.954, -1.195], [2.647, -7.608, -0.134], [2.994, -7.089, -2.229], [3.166, -4.881, -0.752], [1.394, -4.949, -2.042], [1.575, -4.730, 1.489], [1.807, -5.702, 2.415], [3.298, -5.824, 2.763], [4.034, -6.029, 1.653], [3.470, -6.881, 3.591], [1.292, -6.894, 2.042], [1.172, -5.350, 3.555], [0.619, -4.070, -0.112], [0.161, -5.703, 0.311], [1.175, -7.402, -1.472], [3.634, -4.912, 3.260], [0.985, 6.615, 1.881], [-0.141, 6.074, 0.990], [-0.020, 4.630, 0.488], [1.102, 4.489, -0.260], [-1.078, 4.321, -0.276], [-0.354, 6.912, -0.049], [-1.252, 6.099, 1.777], [2.009, 7.391, 1.277], [3.118, 6.850, 0.702], [3.196, 7.137, -0.808], [2.096, 6.705, -1.446], [4.271, 6.490, -1.318], [3.251, 5.540, 0.968], [4.198, 7.479, 1.243], [0.483, 7.322, 2.539], [1.395, 5.826, 2.512], [0.018, 3.933, 1.330], [3.310, 8.211, -0.969], [1.457, -1.676, -5.219], [1.997, -3.099, -5.412], [3.138, -3.566, -4.501], [4.236, -2.796, -4.653], [3.465, -4.834, -4.835], [2.325, -3.301, -6.707], [0.954, -3.930, -5.118], [1.950, -0.659, -6.075], [3.094, 0.036, -5.821], [4.171, -0.199, -6.895], [4.448, -1.508, -7.031], [5.304, 0.441, -6.524], [3.571, -0.189, -4.585], [2.789, 1.357, -5.901], [0.404, -1.752, -5.484], [1.500, -1.382, -4.169], [2.818, -3.543, -3.457], [3.826, 0.199, -7.851]],
  "mulliken_charge": [-0.56, -0.67, -0.20, -0.51, 0.91, -0.58, 0.80, -0.63, -0.57, -0.52, -0.35, -0.21, -0.60, -1.12, -0.33, 0.38, -0.11, -0.81, -0.47, 0.26, 0.12, 0.38, 0.33, -0.12, -0.06, -0.19, 0.41, 0.29, 0.35, 0.51, 0.45, 0.23, 0.38, 0.28, 0.28, 0.33, 0.35, 0.33, 0.30, -0.72, 1.10, 0.02, -0.24, -0.25, -0.31, -0.32, -0.36, 0.77, 0.20, -0.22, -0.28, -0.30, -0.28, 0.36, 0.28, 0.30, 0.25, -0.86, 0.89, 0.31, -0.26, -0.22, -0.29, -0.27, -0.41, 0.84, 0.19, -0.21, -0.26, -0.28, -0.31, 0.43, 0.38, 0.09, 0.23, -0.87, 0.87, 0.30, -0.25, -0.27, -0.29, -0.30, -0.39, 0.84, 0.18, -0.21, -0.26, -0.28, -0.30, 0.44, 0.41, 0.12, 0.23],
  "lumo_energy_ev": 2.197,
  "homo_lumo_gap_ev": 7.75,
  "total_charge": -1
}


4.
{
  "formula": "C4H8O",
  "method": "wB97M-V/def2-TZVPD",
  "symbols": ["O", "C", "C", "C", "C", "H", "H", "H", "H", "H", "H", "H", "H"],
  "positions_angstrom": [[-2.039, 0.163, 0.875], [-1.261, -0.550, -0.068], [-0.049, 0.212, -0.565], [1.317, -0.410, -0.488], [0.957, 0.711, 0.440], [-1.447, 0.750, 1.359], [-1.933, -0.762, -0.905], [-0.942, -1.518, 0.349], [-0.228, 0.871, -1.411], [1.390, -1.407, -0.059], [2.027, -0.215, -1.286], [0.803, 0.469, 1.489], [1.404, 1.687, 0.269]],
  "nbo_charge": [-0.72, -0.06, -0.26, -0.41, -0.43, 0.47, 0.18, 0.15, 0.22, 0.21, 0.22, 0.21, 0.22],
  "smiles": "OCC1CC1",
  "lumo_energy_ev": 1.109,
  "homo_lumo_gap_ev": 11.32,
  "de_lowest_kcal_mol": 25.4
}


5.
{
  "formula": "C6H9N",
  "method": "wB97M-V/def2-TZVPD",
  "symbols": ["C", "C", "C", "C", "C", "C", "N", "H", "H", "H", "H", "H", "H", "H", "H", "H"],
  "positions_angstrom": [[-0.451, 1.606, -0.054], [-0.440, 0.133, -0.340], [0.441, -0.363, -1.473], [1.809, -0.445, -0.817], [1.480, -0.611, 0.462], [-0.146, -1.053, 0.982], [-1.417, -0.655, 0.207], [0.441, 2.095, -0.445], [-0.535, 1.811, 1.018], [-1.338, 2.027, -0.545], [0.371, 0.351, -2.305], [0.093, -1.332, -1.848], [2.031, -0.669, 1.401], [-0.073, -2.135, 0.957], [-0.219, -0.642, 1.988], [-2.045, -0.118, 0.811]],
  "nbo_charge": [-0.69, 0.49, -0.55, -0.22, -0.32, -0.35, -0.58, 0.26, 0.23, 0.24, 0.23, 0.23, 0.21, 0.24, 0.22, 0.36],
  "lumo_energy_ev": 0.415,
  "homo_lumo_gap_ev": 7.60,
  "de_lowest_kcal_mol": 148.1
}